1.
The following is a quantum chemistry calculation of a cluster of 2 separate species, CH4O2S in total, from OMol25.

```
8
Properties=species:S:1:pos:R:3
O 1.910 2.603 -1.199
C 1.982 1.654 -1.900
O 2.882 0.626 -1.635
H 1.540 1.369 -2.855
H 2.767 0.407 -0.702
S -3.751 -2.151 2.168
H -4.427 -1.658 3.213
H -2.904 -2.851 2.910
```

LUMO energy: 0.7 eV
Net charge: 0
HOMO-LUMO gap: 10.61 eV
Structure (SMILES): O=CO.S

Per-atom Mulliken charges, elementary charge units: atom 1 (O): -0.43, atom 2 (C): 0.27, atom 3 (O): -0.45, atom 4 (H): 0.30, atom 5 (H): 0.31, atom 6 (S): -0.29, atom 7 (H): 0.15, atom 8 (H): 0.14

2.
The following is a quantum chemistry calculation of a cluster of 2 separate species, CH4O2S in total, from OMol25.

```
8
Properties=species:S:1:pos:R:3
O -0.464 0.069 1.037
C 0.416 -0.584 1.494
O 0.155 -1.588 2.343
H 1.500 -0.420 1.323
H 0.778 -2.311 2.479
S -0.287 0.958 -2.211
H 0.257 1.221 -1.019
H 0.742 1.264 -3.007
```

LUMO energy: 0.5 eV
Net charge: 0
HOMO-LUMO gap: 9.93 eV
Structure (SMILES): O=CO.S

Per-atom Mulliken charges, elementary charge units: atom 1 (O): -0.42, atom 2 (C): 0.30, atom 3 (O): -0.45, atom 4 (H): 0.23, atom 5 (H): 0.35, atom 6 (S): -0.27, atom 7 (H): 0.13, atom 8 (H): 0.13

Q: Which of them is the least stable? A: 1.

1.
The following is a quantum chemistry calculation of a cluster of 3 separate species, C4H14O2 in total, from OMol25.

```
20
Properties=species:S:1:pos:R:3
C 0.200 0.244 1.571
C 1.545 -0.013 0.868
C 1.458 0.663 -0.527
C 0.718 2.005 -0.744
H -0.116 1.354 1.785
H 0.080 -0.331 2.565
H -0.490 -0.225 0.941
H 1.826 -1.051 0.751
H 2.265 0.425 1.572
H 2.542 0.729 -0.983
H 1.133 -0.083 -1.229
H -0.328 1.757 -0.556
H 0.605 2.387 -1.733
H 0.940 2.779 -0.092
O -1.422 -2.191 -1.507
H -0.879 -1.311 -1.479
H -1.177 -2.577 -2.362
O -3.089 -1.143 0.460
H -2.506 -1.710 0.955
H -3.304 -1.708 -0.255
```

LUMO energy: 0.6 eV
Net charge: 0
HOMO-LUMO gap: 11.24 eV
Structure (SMILES): CCCC.O.O

Mulliken atomic charge list, values in e, 8 entries: atom 1 (C): -0.69, atom 2 (C): -0.31, atom 3 (C): -0.29, atom 4 (C): -1.30, atom 5 (H): 0.21, atom 6 (H): 0.33, atom 7 (H): -0.01, atom 8 (H): 0.29

2.
The following is a quantum chemistry calculation of a cluster of 3 separate species, C4H14O2 in total, from OMol25.

```
20
Properties=species:S:1:pos:R:3
C 2.624 -1.850 0.004
C 2.675 -0.837 -1.187
C 1.336 -0.189 -1.274
C 0.911 0.555 0.044
H 2.243 -1.442 0.972
H 3.578 -2.422 0.113
H 1.902 -2.478 -0.392
H 3.204 -1.213 -1.950
H 3.438 0.060 -1.041
H 1.168 0.442 -2.109
H 0.539 -1.023 -1.396
H 0.923 -0.083 0.960
H -0.051 1.072 -0.028
H 1.518 1.503 0.183
O -4.015 -3.004 1.769
H -3.303 -3.470 1.252
H -4.303 -3.974 1.930
O -2.361 5.146 0.310
H -2.900 5.463 -0.413
H -2.223 4.354 -0.231
```

LUMO energy: 0.6 eV
Net charge: 0
HOMO-LUMO gap: 11.33 eV
Structure (SMILES): CCCC.O.O

Mulliken atomic charge list, values in e, 8 entries: atom 1 (C): -0.98, atom 2 (C): -0.55, atom 3 (C): -0.41, atom 4 (C): -0.99, atom 5 (H): 0.24, atom 6 (H): 0.31, atom 7 (H): 0.30, atom 8 (H): 0.46

Q: Which of them is the least stable? A: 2.

1.
The following is a quantum chemistry calculation of a cluster of 2 separate species, C3H9O2P in total, from OMol25.

```
15
Properties=species:S:1:pos:R:3
C -0.945 1.422 0.078
C -1.191 -0.889 -0.794
C -0.201 0.266 -0.689
O 3.584 -0.253 -0.567
O 2.347 0.089 -0.765
P 1.285 -0.303 0.283
H -1.361 2.117 -0.679
H -1.702 0.906 0.659
H -0.451 2.048 0.769
H -0.834 -1.546 -1.619
H -2.107 -0.470 -1.281
H -1.491 -1.194 0.237
H 0.264 0.703 -1.545
H 1.724 -1.296 3.083
H 1.078 -1.601 2.829
```

LUMO energy (spin up / spin down): -1.2 / -1.2 eV
Net charge: 0
HOMO-LUMO gap (spin up / spin down): 7.58 / 7.56 eV

Mulliken atomic charge list, values in e, 8 entries: atom 1 (C): -1.25, atom 2 (C): -1.28, atom 3 (C): 0.12, atom 4 (O): -0.56, atom 5 (O): 0.10, atom 6 (P): 0.24, atom 7 (H): 0.28, atom 8 (H): 0.34

2.
The following is a quantum chemistry calculation of a cluster of 2 separate species, C3H9O2P in total, from OMol25.

```
15
Properties=species:S:1:pos:R:3
C -1.694 -0.294 -1.049
C -0.867 0.013 1.717
C 2.068 -0.341 -0.713
O -0.219 1.949 -0.112
O 2.952 0.296 0.096
P -0.338 0.515 -0.030
H -1.349 -1.186 -1.439
H -2.562 -0.618 -0.359
H -2.127 0.498 -1.772
H -0.948 -1.120 1.849
H 0.028 0.214 2.422
H -1.693 0.556 1.849
H 1.975 -1.292 -0.378
H 1.971 -0.374 -1.837
H 2.803 1.183 -0.243
```

LUMO energy: 0.4 eV
Net charge: 0
HOMO-LUMO gap: 8.35 eV

Mulliken atomic charge list, values in e, 8 entries: atom 1 (C): -1.00, atom 2 (C): -1.04, atom 3 (C): -0.60, atom 4 (O): -0.67, atom 5 (O): -0.44, atom 6 (P): 0.73, atom 7 (H): 0.38, atom 8 (H): 0.29

Q: Which of them is the least stable? A: 1.

1.
The following is a quantum chemistry calculation of an isolated molecule of C2H5PS, from OMol25.

```
9
Properties=species:S:1:pos:R:3
C 0.878 0.643 -0.641
C -0.411 -0.057 -0.282
P -0.181 -1.495 0.840
S -1.910 0.411 -0.881
H 0.877 1.587 -0.033
H 1.803 0.179 -0.446
H 0.798 1.065 -1.666
H -0.198 -0.764 2.164
H -1.654 -1.570 0.945
```

LUMO energy: -0.7 eV
Net charge: 0
HOMO-LUMO gap: 7.94 eV
Structure (SMILES): CC(P)=S

Mulliken atomic charge list, values in e, 8 entries: atom 1 (C): -1.04, atom 2 (C): 0.24, atom 3 (P): -0.14, atom 4 (S): -0.19, atom 5 (H): 0.29, atom 6 (H): 0.39, atom 7 (H): 0.30, atom 8 (H): 0.08

2.
The following is a quantum chemistry calculation of a cluster of 2 separate species, C2H5PS in total, from OMol25.

```
9
Properties=species:S:1:pos:R:3
C 1.448 -1.022 -0.913
C -1.112 0.956 0.283
P 0.973 -1.451 0.542
S 0.189 1.572 -0.717
H 1.639 0.068 -1.275
H -0.649 0.053 0.807
H -2.085 0.885 -0.211
H -1.375 1.785 1.062
H 0.971 -2.846 0.422
```

LUMO energy (spin up / spin down): -2.4 / -2.4 eV
Net charge: 0
HOMO-LUMO gap (spin up / spin down): 6.07 / 6.07 eV

Mulliken atomic charge list, values in e, 8 entries: atom 1 (C): -0.19, atom 2 (C): -0.42, atom 3 (P): -0.05, atom 4 (S): -0.20, atom 5 (H): 0.31, atom 6 (H): -0.03, atom 7 (H): 0.27, atom 8 (H): 0.24

Q: Which of them is the least stable? A: 2.

1.
The following is a quantum chemistry calculation of a structure of composition C4H4O5Tl, from OMol25.

```
14
Properties=species:S:1:pos:R:3
O 0.318 2.783 0.404
C 0.689 4.033 0.340
O 0.953 5.129 0.127
Tl 1.048 0.830 1.839
O -2.023 -1.004 -1.754
C -2.287 -2.338 -1.580
C -0.874 -0.403 -1.094
O -3.430 -2.678 -1.962
O -1.384 -3.080 -1.142
C -1.092 0.090 0.312
H -0.603 0.441 -1.749
H -0.055 -1.134 -1.158
H -1.939 0.808 0.331
H -1.533 -0.737 0.907
```

LUMO energy: 1.7 eV
Net charge: -1
HOMO-LUMO gap: 5.01 eV

Mulliken atomic charge list, values in e, 8 entries: atom 1 (O): -0.47, atom 2 (C): 0.76, atom 3 (O): -0.31, atom 4 (Tl): 0.39, atom 5 (O): -0.36, atom 6 (C): 0.63, atom 7 (C): -0.18, atom 8 (O): -0.76

2.
The following is a quantum chemistry calculation of a structure of composition C4H4O5Tl, from OMol25.

```
14
Properties=species:S:1:pos:R:3
O -0.403 -1.082 0.913
H 0.468 1.680 -1.762
O 1.855 -1.347 0.627
O 0.675 -0.183 -0.944
C 0.012 1.054 -0.981
C 0.192 1.643 0.440
O 1.002 0.708 1.108
C 0.822 -0.591 0.469
H -1.058 0.930 -1.220
H -0.782 1.764 0.945
H 0.702 2.617 0.432
Tl 0.762 -2.972 -0.440
C -1.566 -2.095 0.003
O -2.681 -2.127 0.410
```

LUMO energy: 2.9 eV
Net charge: -1
HOMO-LUMO gap: 6.81 eV

Mulliken atomic charge list, values in e, 8 entries: atom 1 (O): -0.62, atom 2 (H): 0.25, atom 3 (O): -0.86, atom 4 (O): -0.41, atom 5 (C): -0.37, atom 6 (C): -0.36, atom 7 (O): -0.49, atom 8 (C): 1.15

3.
The following is a quantum chemistry calculation of a structure of composition C4H4O5Tl, from OMol25.

```
14
Properties=species:S:1:pos:R:3
O -0.955 1.749 0.396
C 0.261 1.352 0.374
O 1.237 2.094 0.134
O 0.327 0.101 -0.128
C -1.286 -0.143 -0.754
H -2.287 0.230 -0.473
C -1.232 -0.081 -2.273
H -0.959 0.920 -2.671
H -0.525 -0.820 -2.689
H -2.223 -0.347 -2.678
C 2.651 -1.114 3.278
O 1.769 -1.758 2.880
O 3.542 -0.517 3.707
Tl -0.320 -1.668 0.898
```

LUMO energy: 2.7 eV
Net charge: -1
HOMO-LUMO gap: 5.21 eV

Mulliken atomic charge list, values in e, 8 entries: atom 1 (O): -0.70, atom 2 (C): 0.65, atom 3 (O): -0.71, atom 4 (O): -0.47, atom 5 (C): -0.04, atom 6 (H): 0.16, atom 7 (C): -0.98, atom 8 (H): 0.25

Q: Which of them is the least stable? A: 3.

1.
The following is a quantum chemistry calculation of the ion C2H9N2S2 with charge +1, from OMol25.

```
15
Properties=species:S:1:pos:R:3
N 1.582 -0.800 -0.493
C 0.202 -0.577 -0.172
S -0.805 -1.149 -1.505
S -0.257 -1.647 1.516
C -0.022 0.939 0.175
N -1.167 1.154 1.098
H 1.719 -1.699 -1.023
H 2.063 -0.962 0.440
H -1.447 -2.301 -1.218
H 0.563 -2.791 1.246
H 0.906 1.337 0.675
H -0.065 1.311 -0.823
H -1.902 0.434 0.958
H -1.670 2.106 1.026
H -0.851 1.047 2.053
```

LUMO energy: -3.8 eV
Net charge: +1
HOMO-LUMO gap: 9.53 eV
Structure (SMILES): NC(S)(S)C[NH3+]

Mulliken atomic charge list, values in e, 8 entries: atom 1 (N): -0.59, atom 2 (C): 0.06, atom 3 (S): -0.18, atom 4 (S): -0.24, atom 5 (C): -0.59, atom 6 (N): -0.34, atom 7 (H): 0.33, atom 8 (H): 0.32

2.
The following is a quantum chemistry calculation of a structure of composition C2H9N2S2, from OMol25.

```
15
Properties=species:S:1:pos:R:3
C -0.343 0.512 0.753
C 0.622 -0.255 1.692
N 0.353 0.988 -0.447
N -0.568 -0.642 -2.112
S -0.014 -0.036 3.252
S 1.623 -1.341 1.110
H -1.111 -0.120 0.360
H -0.801 1.326 1.186
H -0.055 0.294 -1.311
H -0.947 -0.088 -2.806
H -1.325 -1.187 -1.753
H 0.284 1.955 -0.739
H 0.093 -1.166 -2.699
H 0.866 -1.011 3.808
H 1.324 0.772 -0.293
```

LUMO energy: -4.1 eV
Net charge: +1
HOMO-LUMO gap: 8.74 eV

Mulliken atomic charge list, values in e, 8 entries: atom 1 (C): -0.78, atom 2 (C): 0.29, atom 3 (N): -0.35, atom 4 (N): -0.77, atom 5 (S): -0.15, atom 6 (S): -0.19, atom 7 (H): 0.24, atom 8 (H): 0.52

3.
The following is a quantum chemistry calculation of a cluster of 2 separate species, C2H9N2S2 in total, from OMol25.

```
15
Properties=species:S:1:pos:R:3
C -0.321 -0.679 -0.131
C -0.518 -0.802 -1.443
N 0.638 -0.579 -2.346
N -1.226 -0.857 0.857
H 0.665 -0.372 0.221
H -1.408 -1.133 -1.935
H 0.331 -0.150 -3.218
H 1.333 0.044 -1.929
H 1.105 -1.459 -2.574
H -2.197 -0.620 0.748
H -0.863 -0.751 1.788
S 1.549 2.149 1.921
S -0.233 2.439 2.935
H 2.099 1.282 2.786
H -0.953 1.489 2.321
```

LUMO energy: -3.6 eV
Net charge: +1
HOMO-LUMO gap: 9.01 eV

Mulliken atomic charge list, values in e, 8 entries: atom 1 (C): -0.13, atom 2 (C): -0.21, atom 3 (N): -0.31, atom 4 (N): -0.46, atom 5 (H): 0.15, atom 6 (H): 0.38, atom 7 (H): 0.37, atom 8 (H): 0.36

4.
The following is a quantum chemistry calculation of a cluster of 3 separate species, C2H9N2S2 in total, from OMol25.

```
15
Properties=species:S:1:pos:R:3
C -2.416 -1.585 0.856
C -2.951 -0.525 0.118
N -2.025 0.239 -0.653
N -3.125 -2.316 1.649
H -1.353 -1.806 0.714
H -3.983 -0.205 0.092
H -2.041 1.281 -0.581
H -1.033 0.013 -0.352
H -2.004 0.022 -1.654
H 0.756 2.273 -0.415
H -2.526 -2.998 2.120
S 4.055 0.548 0.320
S 0.575 1.172 -1.166
H 3.163 1.030 1.202
H 3.223 0.704 -0.730
```

LUMO energy: -9.0 eV
Net charge: +1
HOMO-LUMO gap: 2.91 eV

Mulliken atomic charge list, values in e, 8 entries: atom 1 (C): -0.24, atom 2 (C): 0.02, atom 3 (N): -0.36, atom 4 (N): -0.40, atom 5 (H): 0.36, atom 6 (H): 0.41, atom 7 (H): 0.40, atom 8 (H): 0.28

Q: Which of them is the least stable? A: 4.

1.
The following is a quantum chemistry calculation of a cluster of 2 separate species, C6H6N2O2 in total, from OMol25.

```
16
Properties=species:S:1:pos:R:3
C -1.235 -0.594 -0.168
C -1.453 0.866 0.275
C -0.313 1.644 0.199
C 1.084 1.505 -0.067
C 1.252 0.079 -0.252
C 0.225 -0.937 -0.026
H -2.279 -2.719 0.372
H -2.920 -0.937 -1.113
H -2.376 1.357 0.889
H -0.765 2.655 0.228
H 1.818 2.226 -0.251
H 0.490 -1.924 -0.039
N -2.377 -1.354 -0.183
N 2.588 -0.437 -0.085
O 2.653 -1.609 0.493
O 3.608 0.179 -0.273
```

LUMO energy: -0.8 eV
Net charge: 0
HOMO-LUMO gap: 7.97 eV

Mulliken atomic charge list, values in e, 8 entries: atom 1 (C): 0.21, atom 2 (C): -0.31, atom 3 (C): -0.18, atom 4 (C): -0.75, atom 5 (C): 0.41, atom 6 (C): -0.59, atom 7 (H): 0.34, atom 8 (H): 0.33

2.
The following is a quantum chemistry calculation of a cluster of 2 separate species, C6H6N2O2 in total, from OMol25.

```
16
Properties=species:S:1:pos:R:3
O -0.543 2.446 -0.159
C -0.858 1.301 -0.037
C -2.097 0.613 0.146
C -2.137 -0.712 0.045
N -1.037 -1.482 -0.005
C 0.229 -0.946 0.007
O 1.218 -1.679 -0.218
N 0.258 0.386 -0.025
H -2.982 1.176 0.213
H -3.057 -1.314 -0.115
H -1.024 -2.554 -0.233
H 1.216 0.752 -0.177
C 3.001 0.547 -0.394
C 2.638 0.335 0.738
H 2.964 0.868 -1.555
H 2.211 0.261 1.768
```

LUMO energy: 0.5 eV
Net charge: 0
HOMO-LUMO gap: 9.90 eV
Structure (SMILES): O=c1cc[nH]c(=O)[nH]1.C#C

Mulliken atomic charge list, values in e, 8 entries: atom 1 (O): -0.60, atom 2 (C): 0.52, atom 3 (C): -0.84, atom 4 (C): -0.04, atom 5 (N): -0.14, atom 6 (C): 0.47, atom 7 (O): -0.62, atom 8 (N): -0.10

Q: Which of them is the least stable? A: 1.

1.
The following is a quantum chemistry calculation of a cluster of 2 separate species, C6H6N2O2 in total, from OMol25.

```
16
Properties=species:S:1:pos:R:3
O 2.499 0.589 -1.286
C 1.665 -0.001 -0.566
C 1.647 0.167 0.868
C 0.467 -0.204 1.427
N -0.386 -1.195 0.990
C -0.244 -1.559 -0.377
O -1.019 -2.204 -1.075
N 0.779 -0.926 -1.044
H 2.234 0.834 1.456
H 0.154 0.032 2.476
H -1.256 -1.274 1.488
H 0.712 -1.180 -1.970
C -2.082 1.153 -0.727
C -1.437 2.154 -0.384
H -2.976 0.425 -0.605
H -0.757 3.188 -0.671
```

LUMO energy: 0.5 eV
Net charge: 0
HOMO-LUMO gap: 10.04 eV
Structure (SMILES): O=c1cc[nH]c(=O)[nH]1.C#C

Mulliken atomic charge list, values in e, 8 entries: atom 1 (O): -0.65, atom 2 (C): 0.59, atom 3 (C): -0.67, atom 4 (C): -0.02, atom 5 (N): -0.05, atom 6 (C): 0.26, atom 7 (O): -0.61, atom 8 (N): 0.01

2.
The following is a quantum chemistry calculation of a structure of composition C6H6N2O2, from OMol25.

```
16
Properties=species:S:1:pos:R:3
C -2.519 0.194 0.612
C -3.137 0.055 -0.392
C -0.554 -0.531 -0.018
C -0.513 0.943 0.065
C 0.581 1.716 -0.091
C 1.910 -0.340 0.017
H -1.952 0.450 1.526
H -3.766 0.005 -1.242
H 1.002 -2.048 -0.226
H -1.595 1.305 0.048
H 0.683 2.810 -0.310
H 2.655 1.499 0.007
N 0.684 -1.082 0.122
N 1.778 1.059 -0.099
O -1.608 -1.150 -0.134
O 2.997 -0.861 -0.006
```

LUMO energy: 0.2 eV
Net charge: 0
HOMO-LUMO gap: 6.88 eV

Mulliken atomic charge list, values in e, 8 entries: atom 1 (C): -0.43, atom 2 (C): -0.82, atom 3 (C): 0.52, atom 4 (C): -0.26, atom 5 (C): -0.40, atom 6 (C): 0.22, atom 7 (H): 0.63, atom 8 (H): 0.40

Q: Which of them is the least stable? A: 2.